# C37H39AsBClF4I2N2O6Sc

C37H39AsBClF4I2N2O6Sc as an isolated structure (the ωB97M-V functional and the def2-TZVPD basis, OMol25).

Atoms and positions in Å:
Sc 0.600 -0.420 -1.923
C 1.798 -3.162 -5.257
C 1.336 -2.780 -3.878
O 1.410 -1.569 -3.595
C 0.840 -3.781 -2.966
C 0.706 -5.121 -3.390
C 0.320 -6.115 -2.531
C 0.084 -5.793 -1.182
C 0.204 -4.508 -0.732
C 0.551 -3.452 -1.612
O 0.617 -2.254 -1.141
H 2.349 -2.325 -5.677
H 0.917 -3.349 -5.875
H 2.422 -4.054 -5.252
H 0.901 -5.366 -4.425
H 0.211 -7.133 -2.880
H -0.195 -6.575 -0.486
H 0.038 -4.245 0.305
O 4.645 -0.595 0.186
Cl 3.436 -1.256 -0.191
O 2.905 -2.021 0.881
O 3.628 -2.069 -1.374
O 2.465 -0.182 -0.536
F -1.509 -1.608 -2.740
B -1.596 -0.922 -3.980
F -0.628 0.156 -3.759
F -1.179 -1.714 -5.027
F -2.839 -0.378 -4.184
C 1.956 3.996 -4.119
C 1.291 4.053 -2.907
C 0.946 2.870 -2.276
N 1.230 1.672 -2.790
C 1.841 1.624 -3.980
C 2.231 2.755 -4.671
H 2.245 4.904 -4.633
H 1.032 4.995 -2.445
H 0.408 2.882 -1.339
H 2.002 0.637 -4.395
H 2.733 2.655 -5.623
I 4.763 -0.447 -3.379
I 5.941 1.095 -5.201
C -6.063 -0.284 3.606
C -4.638 -0.251 3.122
C -4.221 -1.028 2.052
C -2.915 -0.988 1.582
C -2.571 -1.887 0.420
C -1.968 -0.126 2.178
As -0.162 -0.397 1.358
N -0.441 0.476 -0.287
C -1.376 1.512 -0.361
C -1.343 2.626 0.492
C -2.218 3.687 0.333
C -3.161 3.684 -0.687
C -3.217 2.585 -1.534
C -2.350 1.516 -1.370
C 1.099 0.591 2.549
C 1.835 1.750 2.293
C 1.712 2.550 1.025
C 2.757 2.210 3.237
C 2.998 1.542 4.420
C 4.007 2.043 5.418
C 2.297 0.363 4.647
C 1.371 -0.125 3.739
C 0.681 -1.424 4.072
C -2.385 0.668 3.261
C -1.544 1.667 4.022
C -3.703 0.578 3.711
H -6.596 -1.144 3.202
H -6.600 0.616 3.296
H -6.110 -0.335 4.695
H -4.932 -1.687 1.563
H -3.472 -2.370 0.040
H -1.865 -2.666 0.715
H -2.112 -1.341 -0.404
H -0.611 2.651 1.285
H -2.161 4.528 1.017
H -3.843 4.515 -0.812
H -3.950 2.545 -2.331
H -2.441 0.660 -2.022
H 0.982 2.103 0.362
H 2.671 2.562 0.503
H 1.426 3.584 1.239
H 3.311 3.116 3.013
H 4.512 2.936 5.050
H 4.767 1.286 5.620
H 3.532 2.290 6.370
H 2.490 -0.205 5.553
H 1.125 -1.866 4.965
H 0.774 -2.141 3.254
H -0.386 -1.283 4.261
H -0.500 1.675 3.741
H -1.598 1.462 5.094
H -1.948 2.669 3.863
H -4.002 1.200 4.550

Cartesian forces (eV/Å) of the 2 atoms listed first:
Sc -0.4 0.0 0.9
C 0.0 0.0 0.0

Computed properties:
Charge: -1
HOMO level (eV): -4.905
E_tot (Eh): -6470.99947
Gap between HOMO and LUMO (eV): 5.9116
Energy above the lowest of the compared OMol25 structures with the same formula, charge and spin (kJ/mol): 231.0

***

# C37H39CrN3O2

C37H39CrN3O2 as an isolated structure in a non-equilibrium geometry (the ωB97M-V functional and the def2-TZVPD basis, OMol25).

Atoms and positions in Å:
Cr 0.037 0.089 0.082
O -0.039 0.296 -1.659
C 0.887 0.612 -2.659
C 2.153 -0.226 -2.367
C 2.831 0.196 -1.098
C 4.130 0.668 -1.157
C 4.805 0.963 0.013
C 4.161 0.735 1.214
C 2.845 0.294 1.226
C 2.206 -0.025 2.550
C 0.816 0.590 2.826
O -0.053 0.130 1.829
C 0.756 2.125 2.833
C -0.498 2.699 3.049
C -0.663 4.073 3.055
C 0.432 4.906 2.859
C 1.683 4.347 2.662
C 1.846 2.965 2.648
C 0.370 0.088 4.202
C 1.017 0.525 5.353
C 0.620 0.064 6.597
C -0.434 -0.833 6.708
C -1.088 -1.265 5.565
C -0.685 -0.807 4.317
N 2.165 0.068 0.078
C 0.259 0.242 -4.004
C 0.681 -0.835 -4.772
C 0.056 -1.132 -5.977
C -1.003 -0.360 -6.424
C -1.452 0.700 -5.647
C -0.826 0.995 -4.449
C 1.290 2.103 -2.644
C 1.811 2.701 -3.789
C 2.224 4.025 -3.772
C 2.120 4.783 -2.615
C 1.624 4.194 -1.463
C 1.226 2.866 -1.481
H 2.852 -0.149 -3.198
H 1.840 -1.268 -2.256
H 4.606 0.789 -2.120
H 5.818 1.341 -0.010
H 4.673 0.891 2.153
H 2.891 0.228 3.357
H 2.044 -1.107 2.582
H -1.345 2.050 3.249
H -1.643 4.499 3.231
H 0.312 5.981 2.883
H 2.547 4.986 2.528
H 2.837 2.565 2.500
H 1.825 1.245 5.276
H 1.132 0.412 7.485
H -0.743 -1.190 7.681
H -1.916 -1.958 5.642
H -1.194 -1.139 3.422
H 1.505 -1.460 -4.451
H 0.401 -1.971 -6.567
H -1.475 -0.577 -7.373
H -2.288 1.303 -5.979
H -1.172 1.828 -3.848
H 1.891 2.134 -4.708
H 2.628 4.470 -4.672
H 2.427 5.820 -2.611
H 1.552 4.764 -0.544
H 0.883 2.425 -0.553
N -1.190 -1.779 -0.027
C -2.639 -1.682 -0.299
C -3.321 -0.751 0.710
C -3.906 0.502 0.061
C -2.880 1.319 -0.712
N -1.668 1.587 0.091
H -0.755 -2.347 -0.748
H -1.046 -2.262 0.854
H -3.100 -2.671 -0.272
H -2.752 -1.299 -1.313
H -2.578 -0.458 1.457
H -4.119 -1.274 1.237
H -4.354 1.125 0.840
H -4.703 0.225 -0.631
H -3.354 2.253 -1.025
H -2.559 0.801 -1.617
H -1.921 1.773 1.057
H -1.250 2.442 -0.260

Cartesian forces (eV/Å) of the 2 atoms listed first:
Cr -0.7 -0.3 -0.2
O -0.1 0.4 -0.8

Computed properties:
Charge: +1
Spin multiplicity: 2
HOMO level (spin up / spin down) (eV): -11.271 / -11.272
E_tot (Eh): -2792.41798
Gap between HOMO and LUMO (spin up / spin down) (eV): 8.4074 / 8.5389

***

# C37H39CrN7P2S4Sb

C37H39CrN7P2S4Sb as an isolated structure in a non-equilibrium geometry (the ωB97M-V functional and the def2-TZVPD basis, OMol25).

Atoms and positions in Å:
Cr 0.587 1.270 0.632
C -6.284 -0.918 0.446
S -6.502 -2.389 -0.581
C -4.783 -2.958 -0.681
C -3.884 -2.108 -1.587
C -2.872 -1.235 -0.845
N -1.737 -1.976 -0.206
P -1.223 -1.122 1.227
C -2.682 -1.397 2.339
C -3.329 -0.343 2.977
C -4.360 -0.583 3.882
C -4.759 -1.882 4.149
C -4.132 -2.943 3.502
C -3.098 -2.702 2.613
C -0.126 -2.272 2.154
C 0.174 -3.545 1.894
C 1.058 -4.328 2.762
C 1.798 -3.772 3.720
C 1.809 -2.285 3.887
C 0.615 -1.513 3.234
P -0.414 -2.577 -1.206
C -1.182 -4.108 -1.889
C -0.864 -4.565 -3.169
C -1.383 -5.765 -3.639
C -2.212 -6.534 -2.835
C -2.511 -6.104 -1.550
C -1.992 -4.906 -1.079
C -0.221 -1.572 -2.727
C -1.215 -1.229 -3.652
C -0.891 -0.543 -4.811
C 0.432 -0.210 -5.084
C 1.430 -0.579 -4.199
C 1.101 -1.250 -3.026
H -7.281 -0.532 0.656
H -5.711 -0.150 -0.077
H -5.795 -1.182 1.383
H -4.858 -3.980 -1.048
H -4.392 -2.992 0.333
H -4.514 -1.444 -2.184
H -3.357 -2.759 -2.283
H -3.399 -0.692 -0.057
H -2.472 -0.483 -1.528
H -3.046 0.676 2.764
H -4.849 0.248 4.376
H -5.555 -2.072 4.857
H -4.447 -3.962 3.698
H -2.593 -3.532 2.136
H -0.276 -4.057 1.054
H 1.070 -5.405 2.632
H 2.383 -4.378 4.405
H 2.005 -1.988 4.916
H -0.025 -0.931 3.894
H -0.217 -3.979 -3.808
H -1.141 -6.097 -4.641
H -2.622 -7.465 -3.207
H -3.154 -6.702 -0.914
H -2.255 -4.565 -0.084
H -2.242 -1.519 -3.496
H -1.674 -0.284 -5.514
H 0.683 0.329 -5.990
H 2.464 -0.329 -4.406
H 1.885 -1.541 -2.336
S 1.638 5.623 -0.780
Sb 2.834 3.864 -0.071
S 1.646 1.823 -1.139
S 1.472 2.981 1.837
N 4.376 -0.719 1.634
C 3.995 -1.545 2.595
N 4.851 -2.361 3.206
N 2.711 -1.525 2.953
C 1.655 -0.733 2.413
N 1.655 0.082 1.493
H 5.333 -0.658 1.336
H 3.668 -0.103 1.231
H 5.814 -2.410 2.922
H 4.523 -3.008 3.900
N -2.311 3.730 1.819
C -1.632 2.581 1.819
N -1.187 2.263 0.619
C -1.599 3.306 -0.232
C -1.410 3.500 -1.596
C -1.931 4.650 -2.148
C -2.636 5.584 -1.376
C -2.846 5.393 -0.027
C -2.311 4.235 0.522
H -2.694 4.181 2.631
H -1.437 2.015 2.713
H -0.868 2.781 -2.192
H -1.764 4.853 -3.198
H -3.021 6.478 -1.851
H -3.391 6.113 0.572

Cartesian forces (eV/Å) of the 2 atoms listed first:
Cr 0.4 1.6 -0.8
C 0.0 -0.1 -0.2

Computed properties:
Charge: +1
Spin multiplicity: 3
HOMO level (spin up / spin down) (eV): -9.170 / -9.328
E_tot (Eh): -5376.65232
Gap between HOMO and LUMO (spin up / spin down) (eV): 5.2720 / 6.4763
Energy above the lowest of the compared OMol25 structures with the same formula, charge and spin (kJ/mol): 450.2

***

# C37H39FN6O3P2Pt

C37H39FN6O3P2Pt as an isolated structure in a non-equilibrium geometry (the ωB97M-V functional and the def2-TZVPD basis, OMol25).

Atoms and positions in Å:
Pt 0.860 -0.508 0.888
C 0.444 0.521 6.206
C -0.133 0.954 4.840
C -1.647 1.333 4.709
O 0.651 2.012 4.235
C 0.016 -0.263 3.813
O 0.293 -1.414 4.155
O -0.263 0.064 2.564
H 0.255 1.191 7.083
H 1.460 0.249 6.115
H -0.029 -0.383 6.551
H -1.826 2.194 5.359
H -2.378 0.556 5.010
H -1.894 1.703 3.744
H 1.351 2.379 4.830
C -0.042 -1.733 -2.060
N -0.871 -0.589 -2.621
C -1.228 0.583 -1.800
P 0.118 1.268 -0.729
C -0.479 2.798 0.088
C -0.541 3.985 -0.649
C -0.904 5.154 -0.045
C -1.397 5.165 1.269
C -1.575 3.960 1.896
C -1.065 2.747 1.374
C 1.316 1.727 -2.003
C 2.653 2.027 -1.563
C 3.557 2.622 -2.434
C 3.141 3.058 -3.674
C 1.865 2.716 -4.156
C 0.983 2.077 -3.324
C -1.312 -0.623 -3.959
C -0.536 -1.213 -4.981
C -0.769 -1.011 -6.333
C -1.880 -0.212 -6.668
C -2.662 0.400 -5.688
C -2.447 0.138 -4.351
P -0.349 -2.063 -0.246
C -2.006 -2.143 0.454
C -2.260 -2.139 1.839
C -3.590 -2.165 2.312
C -4.589 -2.223 1.391
C -4.322 -2.394 0.065
C -3.042 -2.354 -0.423
C 0.422 -3.692 -0.081
C -0.389 -4.814 0.112
C 0.200 -6.072 0.005
C 1.579 -6.221 -0.102
C 2.381 -5.078 -0.063
C 1.829 -3.812 -0.075
H 1.064 -1.623 -2.183
H -0.306 -2.659 -2.583
H -2.045 0.288 -1.141
H -1.573 1.395 -2.477
H -0.176 4.016 -1.673
H -0.862 6.076 -0.558
H -1.627 6.098 1.708
H -2.077 3.903 2.868
H -1.087 1.793 1.867
H 2.927 1.768 -0.532
H 4.584 2.755 -2.053
H 3.832 3.620 -4.240
H 1.531 3.091 -5.133
H 0.060 1.743 -3.798
H 0.267 -1.850 -4.682
H -0.080 -1.383 -7.081
H -2.197 -0.202 -7.752
H -3.390 1.154 -5.938
H -3.115 0.587 -3.591
H -1.404 -2.085 2.497
H -3.698 -2.214 3.397
H -5.626 -2.112 1.555
H -5.150 -2.513 -0.603
H -2.883 -2.411 -1.493
H -1.484 -4.785 0.319
H -0.433 -6.949 -0.038
H 2.026 -7.199 -0.228
H 3.434 -5.173 -0.131
H 2.373 -2.873 -0.215
F 2.271 -0.749 -0.574
N 5.346 1.936 2.048
N 4.223 1.192 2.299
N 4.182 0.177 3.152
C 2.953 -0.367 2.941
N 2.377 0.212 1.855
N 3.181 1.229 1.437
H 5.907 2.087 2.859
H 5.227 2.783 1.493
H 2.503 -1.223 3.521

Cartesian forces (eV/Å) of the 2 atoms listed first:
Pt -3.4 0.4 -0.4
C -2.1 0.6 0.5

Computed properties:
Charge: +2
Spin multiplicity: 5
HOMO level (spin up / spin down) (eV): -11.882 / -13.926
E_tot (Eh): -2888.68996
Gap between HOMO and LUMO (spin up / spin down) (eV): 7.0176 / 5.3269
Energy above the lowest of the compared OMol25 structures with the same formula, charge and spin (kJ/mol): 116.8

***

# C37H39Ge2N5OPPdS

C37H39Ge2N5OPPdS as an isolated structure in a non-equilibrium geometry (the ωB97M-V functional and the def2-TZVPD basis, OMol25).

Atoms and positions in Å:
Pd -0.267 -0.325 0.587
O 2.474 -0.074 0.497
N 1.909 1.138 0.141
C 1.927 1.939 1.122
C 2.432 1.683 2.494
C 3.535 2.419 2.923
C 3.999 2.301 4.222
C 3.325 1.487 5.120
C 2.215 0.769 4.708
C 1.773 0.822 3.386
P 0.223 -0.044 2.915
C 0.137 -1.575 3.882
C -1.142 -2.118 4.029
C -1.332 -3.281 4.759
C -0.241 -3.929 5.322
C 1.037 -3.428 5.128
C 1.231 -2.256 4.406
C -0.971 1.074 3.740
C -1.507 0.829 5.001
C -2.349 1.762 5.597
C -2.647 2.949 4.946
C -2.095 3.210 3.697
C -1.269 2.275 3.097
H 2.571 -0.493 -0.361
H 1.520 2.919 0.886
H 4.029 3.089 2.225
H 4.869 2.864 4.537
H 3.654 1.427 6.152
H 1.670 0.175 5.430
H -1.991 -1.607 3.590
H -2.331 -3.682 4.888
H -0.388 -4.835 5.899
H 1.893 -3.953 5.533
H 2.236 -1.893 4.241
H -1.265 -0.086 5.528
H -2.762 1.561 6.579
H -3.302 3.674 5.415
H -2.313 4.144 3.192
H -0.857 2.477 2.117
N -5.177 1.725 -0.755
C -5.523 0.497 -0.333
N -6.754 0.049 -0.611
N -4.721 -0.291 0.339
C -3.494 -0.030 0.654
N -2.389 0.209 0.934
H -5.804 2.302 -1.287
H -4.258 2.079 -0.558
H -7.429 0.605 -1.101
H -7.014 -0.866 -0.285
S -0.747 1.255 -1.905
C -0.727 -0.231 -1.460
C -3.520 -3.381 1.529
Ge -2.397 -3.668 -0.052
C -2.312 -5.621 -0.270
C -3.255 -2.826 -1.608
Ge -0.123 -2.716 0.060
C 1.072 -3.753 1.242
C 0.599 -4.957 1.768
C 1.457 -5.841 2.415
C 2.801 -5.526 2.560
C 3.281 -4.318 2.068
C 2.422 -3.439 1.418
C 0.675 -3.078 -1.709
C -0.039 -3.829 -2.646
C 0.522 -4.180 -3.869
C 1.813 -3.781 -4.184
C 2.540 -3.031 -3.268
C 1.972 -2.691 -2.049
H -4.541 -3.678 1.270
H -3.536 -2.342 1.856
H -3.174 -4.012 2.350
H -3.175 -5.962 -0.851
H -2.354 -6.093 0.716
H -1.399 -5.945 -0.771
H -4.293 -2.580 -1.367
H -3.243 -3.495 -2.471
H -2.728 -1.909 -1.879
H -0.448 -5.220 1.659
H 1.074 -6.777 2.806
H 3.473 -6.221 3.053
H 4.328 -4.061 2.183
H 2.821 -2.504 1.050
H -1.055 -4.143 -2.434
H -0.053 -4.765 -4.578
H 2.254 -4.058 -5.134
H 3.550 -2.716 -3.501
H 2.584 -2.136 -1.345

Cartesian forces (eV/Å) of the 2 atoms listed first:
Pd -0.3 0.6 0.1
O 0.1 -0.6 0.0

Computed properties:
Charge: +1
Spin multiplicity: 3
HOMO level (spin up / spin down) (eV): -9.048 / -10.876
E_tot (Eh): -6803.30269
Gap between HOMO and LUMO (spin up / spin down) (eV): 6.4531 / 6.8568
Energy above the lowest of the compared OMol25 structures with the same formula, charge and spin (kJ/mol): 146.6

***

Number 1: M 1103.67 g mol⁻¹. Number 2: M 609.73 g mol⁻¹. Number 3: M 945.74 g mol⁻¹. Number 4: M 891.78 g mol⁻¹. Number 5: M 884.43 g mol⁻¹.